# 1
C4H5BrFI | ωB97M-V/def2-TZVPD

Geometry as XYZ:
```
12
Properties=species:S:1:pos:R:3
C -0.335 -0.419 0.651
C 0.153 0.711 0.229
C -0.406 -0.748 2.065
C 0.256 0.629 -2.656
F 1.044 1.676 -2.657
Br 1.039 -1.081 -2.552
I 1.110 2.326 1.024
H -0.881 -1.036 -0.181
H 0.329 -1.557 2.447
H -1.385 -1.063 2.243
H -0.282 0.076 2.629
H -0.642 0.486 -3.242
```

The calculation puts the LUMO energy (alpha / beta) at 0.0224 / -0.0381 Ha. The multiplicity is 3. As for the net charge: 0.

Löwdin population analysis, charges in e, atoms 1 to 4:
1 C -0.36
2 C -0.67
3 C -0.14
4 C -0.66



# 2
C2H3ClO2S | ωB97M-V/def2-TZVPD

Geometry as XYZ:
```
9
Properties=species:S:1:pos:R:3
C -1.232 -0.854 -0.453
C -1.588 -2.075 -0.653
O -1.897 -3.183 -0.820
H -1.911 -0.035 -0.568
H -0.234 -0.624 -0.130
O 2.617 1.256 0.688
S 1.069 1.228 1.200
Cl 0.493 3.167 1.000
H 2.682 1.119 -0.263
```

The calculation puts the LUMO energy at 0.0016 Ha. The energy above the lowest of the compared OMol25 structures with the same formula, charge and spin is 121.54 kJ/mol. As for the net charge: 0. As for the structure (SMILES): C=C=O.OSCl.

Löwdin population analysis, charges in e, atoms 1 to 4:
1 C -0.01
2 C -0.28
3 O 0.17
4 H 0.07



# 3
C48H80GeMnN6P3S | ωB97M-V/def2-TZVPD

Geometry as XYZ:
```
140
Properties=species:S:1:pos:R:3
Mn 0.100 0.140 0.600
C 4.100 1.791 3.617
C 2.835 1.988 2.781
C 1.866 2.962 3.465
P 1.954 0.421 2.365
C 3.116 -0.517 1.285
N 3.230 0.061 -0.058
Ge 1.775 0.161 -1.286
N 1.828 -1.506 -2.092
C 1.177 -2.683 -1.592
P 0.004 -2.284 -0.258
C 0.065 -3.779 0.820
C 1.180 -3.676 1.858
C 0.242 -5.096 0.047
C -1.678 -2.296 -1.052
C -2.065 -3.518 -1.887
C -1.857 -1.018 -1.864
C 2.556 -1.624 -3.275
C 2.560 -2.759 -4.084
C 3.236 -2.743 -5.299
C 3.897 -1.606 -5.730
C 3.934 -0.489 -4.905
C 3.307 -0.528 -3.678
N 3.417 0.574 -2.691
C 4.665 0.517 -1.932
C 5.912 0.582 -2.530
C 7.059 0.569 -1.759
C 6.931 0.483 -0.381
C 5.683 0.351 0.211
C 4.516 0.322 -0.561
C 3.131 1.832 -3.363
C 4.061 2.648 -3.975
C 3.633 3.737 -4.722
C 2.274 3.961 -4.871
C 1.349 3.169 -4.200
C 1.774 2.128 -3.375
N 0.925 1.373 -2.525
C -0.301 2.068 -2.128
P -0.258 2.394 -0.327
C 0.963 3.786 -0.104
C 0.655 5.015 -0.973
C 2.439 3.446 -0.300
C -1.835 3.252 0.106
C -2.972 2.791 -0.816
C -2.154 3.159 1.605
C 1.882 -0.417 4.029
C 2.977 -1.471 4.228
C 0.490 -0.936 4.403
H 4.631 2.744 3.674
H 4.791 1.068 3.185
H 3.876 1.487 4.639
H 3.143 2.413 1.830
H 1.741 2.712 4.521
H 0.873 2.958 3.009
H 2.254 3.981 3.420
H 2.753 -1.549 1.246
H 4.083 -0.568 1.772
H 1.902 -3.405 -1.194
H 0.615 -3.205 -2.371
H -0.901 -3.772 1.334
H 2.159 -3.645 1.371
H 1.171 -4.559 2.500
H 1.082 -2.801 2.493
H 1.295 -5.261 -0.184
H -0.316 -5.161 -0.881
H -0.078 -5.920 0.687
H -2.352 -2.252 -0.195
H -1.373 -3.712 -2.708
H -3.041 -3.325 -2.339
H -2.164 -4.421 -1.290
H -1.149 -0.958 -2.697
H -1.724 -0.130 -1.243
H -2.868 -0.969 -2.274
H 2.038 -3.654 -3.778
H 3.234 -3.632 -5.917
H 4.391 -1.584 -6.692
H 4.448 0.408 -5.231
H 5.996 0.611 -3.609
H 8.032 0.622 -2.228
H 7.813 0.498 0.247
H 5.635 0.258 1.286
H 5.118 2.452 -3.877
H 4.357 4.375 -5.210
H 1.924 4.764 -5.507
H 0.294 3.359 -4.340
H -1.195 1.502 -2.378
H -0.393 3.037 -2.612
H 0.801 4.047 0.948
H 0.978 4.844 -2.000
H 1.234 5.857 -0.589
H -0.386 5.331 -0.990
H 2.694 3.455 -1.356
H 2.730 2.484 0.107
H 3.053 4.215 0.176
H -1.645 4.300 -0.105
H -3.006 1.707 -0.951
H -2.874 3.227 -1.810
H -3.936 3.119 -0.417
H -2.064 2.147 2.005
H -3.169 3.519 1.794
H -1.484 3.795 2.187
H 2.087 0.413 4.708
H 2.917 -2.282 3.501
H 2.868 -1.915 5.219
H 3.978 -1.045 4.171
H 0.055 -1.585 3.647
H -0.212 -0.115 4.555
H 0.546 -1.507 5.332
C -5.038 -1.570 4.662
C -4.607 -3.032 4.556
C -4.712 -3.646 3.161
C -3.746 -3.074 2.130
N -4.219 -1.774 1.619
C -3.547 -0.630 1.565
S -1.862 -0.593 1.958
N -4.207 0.483 1.273
C -5.643 0.589 0.991
C -6.015 0.208 -0.436
C -7.499 0.420 -0.709
C -7.882 0.050 -2.137
H -5.043 -1.245 5.702
H -6.052 -1.430 4.276
H -4.367 -0.896 4.124
H -5.224 -3.631 5.229
H -3.577 -3.136 4.913
H -5.739 -3.550 2.785
H -4.517 -4.718 3.223
H -3.641 -3.754 1.284
H -2.763 -2.923 2.570
H -5.216 -1.718 1.472
H -3.655 1.323 1.258
H -5.921 1.623 1.189
H -6.193 -0.012 1.720
H -5.753 -0.839 -0.629
H -5.419 0.810 -1.128
H -7.753 1.467 -0.518
H -8.087 -0.175 -0.003
H -7.321 0.645 -2.862
H -8.942 0.222 -2.320
H -7.678 -1.004 -2.339
```

The calculation puts the LUMO energy (alpha / beta) at -0.2044 / -0.1788 Ha. The multiplicity is 5. As for the net charge: +2.

Löwdin population analysis, charges in e, atoms 1 to 4:
1 Mn 0.17
2 C -0.08
3 C -0.53
4 C -0.10



# 4
H24O12 | ωB97M-V/def2-TZVPD

Geometry as XYZ:
```
36
Properties=species:S:1:pos:R:3
O 7.411 -18.978 11.561
H 6.893 -19.183 10.822
H 8.083 -19.684 11.547
O 7.039 -14.472 9.569
H 6.548 -15.294 9.484
H 7.907 -14.740 9.997
O 10.598 -13.766 11.149
H 11.195 -14.530 11.244
H 11.017 -13.275 11.869
O 11.481 -15.836 12.913
H 11.331 -16.755 13.286
H 11.325 -15.316 13.668
O 7.981 -14.405 12.679
H 8.632 -14.882 12.120
H 8.521 -13.723 13.064
O 11.400 -17.229 9.877
H 11.168 -17.979 9.279
H 11.929 -16.563 9.425
O 5.957 -16.869 9.616
H 5.335 -17.524 9.220
H 6.795 -17.192 9.270
O 8.846 -16.313 10.847
H 8.348 -17.133 10.910
H 9.765 -16.641 10.890
O 8.038 -18.149 8.166
H 8.609 -17.467 7.795
H 8.528 -18.892 8.515
O 5.649 -17.360 13.137
H 6.188 -17.862 12.541
H 5.070 -17.930 13.607
O 9.648 -16.076 7.514
H 9.852 -16.365 8.397
H 10.248 -15.376 7.278
O 12.291 -19.119 11.561
H 12.199 -18.984 12.470
H 12.138 -18.311 11.096
```

The calculation puts the LUMO energy at -0.0228 Ha. The energy above the lowest of the compared OMol25 structures with the same formula, charge and spin is 259.80 kJ/mol. As for the net charge: 0. As for the structure (SMILES): O.O.O.O.O.O.O.O.O.O.O.O.

Löwdin population analysis, charges in e, atoms 1 to 4:
1 O -0.02
2 H 0.02
3 H 0.08
4 O -0.10



# 5
C4H6N4 | ωB97M-V/def2-TZVPD

Geometry as XYZ:
```
14
Properties=species:S:1:pos:R:3
H -3.142 -0.469 0.133
N -2.336 -1.124 -0.035
C -1.281 -0.375 -0.017
N -1.232 1.005 0.054
C -0.037 1.689 -0.024
N 1.122 1.142 -0.023
C 1.165 -0.270 0.021
C 2.351 -0.855 0.002
N -0.047 -0.957 -0.035
H -2.113 1.526 0.033
H -0.152 2.771 -0.155
H 2.578 -1.951 0.039
H 3.185 -0.180 0.039
H -0.062 -1.952 -0.031
```

The calculation puts the LUMO energy at 0.0212 Ha. The energy above the lowest of the compared OMol25 structures with the same formula, charge and spin is 64.61 kJ/mol. As for the net charge: 0. As for the structure (SMILES): [H]/N=C1\NC=NC(=C)N1.

Löwdin population analysis, charges in e, atoms 1 to 4:
1 H 0.05
2 N 0.10
3 C -0.50
4 N 0.10



# 6
BrH6NSi2 | ωB97M-V/def2-TZVPD

Geometry as XYZ:
```
10
Properties=species:S:1:pos:R:3
Si -0.142 0.552 -1.530
N 0.252 -0.441 -0.142
Si 0.206 -0.180 1.515
Br 0.660 -2.126 2.540
H -1.615 0.488 -1.824
H 0.456 -0.164 -2.627
H 0.093 2.115 -1.467
H 0.185 -1.437 -0.471
H 0.976 1.233 1.832
H -1.071 -0.039 2.174
```

The calculation puts the LUMO energy at 0.0239 Ha. The energy above the lowest of the compared OMol25 structures with the same formula, charge and spin is 66.59 kJ/mol. As for the net charge: 0. As for the structure (SMILES): [SiH3]N[SiH2]Br.

Löwdin population analysis, charges in e, atoms 1 to 4:
1 Si 0.49
2 N -0.42
3 Si 0.02
4 Br 0.24



# 7
C4H11NO2 | ωB97M-V/def2-TZVPD

Geometry as XYZ:
```
18
Properties=species:S:1:pos:R:3
C -0.305 1.355 2.469
N -0.669 0.318 1.460
C -1.254 0.235 0.124
C -0.255 0.843 -0.991
C 0.733 1.767 -0.274
O 1.794 1.427 0.156
H -0.101 2.375 2.227
H 0.529 0.906 3.034
H -1.144 1.407 3.141
H -1.158 -0.359 2.047
H -2.225 0.748 -0.095
H -1.361 -0.822 0.009
H 0.120 -0.014 -1.542
H -0.889 1.273 -1.760
H 0.302 2.763 -0.006
O 1.581 -4.798 -3.426
H 2.003 -4.885 -2.567
H 2.299 -4.539 -4.006
```

The calculation puts the LUMO energy at 0.0314 Ha. The energy above the lowest of the compared OMol25 structures with the same formula, charge and spin is 277.82 kJ/mol. As for the net charge: 0. As for the structure (SMILES): CNCCC=O.O.

Löwdin population analysis, charges in e, atoms 1 to 4:
1 C -0.11
2 N -0.14
3 C -0.21
4 C -0.12



# 8
C23H41AuClO4P2 | ωB97M-V/def2-TZVPD

Geometry as XYZ:
```
72
Properties=species:S:1:pos:R:3
Au -1.479 1.289 -0.412
C 1.759 2.291 -2.187
C 0.406 2.303 -2.493
C 0.731 3.464 -0.491
C 1.966 3.045 -0.978
C -0.356 2.941 -1.380
C 2.852 1.718 -3.006
H 2.522 0.810 -3.524
H 3.700 1.452 -2.363
H 3.221 2.424 -3.768
C 3.284 3.407 -0.428
H 4.053 3.368 -1.208
H 3.587 2.711 0.376
H 3.276 4.417 0.010
C 0.561 4.364 0.655
H 1.193 5.261 0.533
H 0.893 3.854 1.578
H -0.478 4.693 0.774
C -1.418 3.930 -1.790
H -1.033 4.588 -2.588
H -1.721 4.573 -0.954
H -2.308 3.407 -2.167
C -0.181 1.801 -3.751
H 0.087 2.430 -4.626
H -1.277 1.769 -3.692
H 0.190 0.783 -3.966
C 2.920 -1.147 0.711
C 2.868 -1.174 -0.631
C 1.579 -1.101 -1.424
C 0.589 -2.254 -1.181
C -0.642 -1.881 -0.321
C -0.550 -0.622 0.524
C 0.672 -0.270 1.281
C 1.713 -1.361 1.568
H 1.838 -1.108 -2.493
H 1.145 -3.121 -0.777
H 1.051 -0.144 -1.268
H 1.291 -2.358 1.401
H 3.868 -1.048 1.253
H 3.799 -1.210 -1.210
H 1.983 -1.295 2.635
H 1.155 0.602 0.820
H -1.427 -0.453 1.188
H 0.368 0.137 2.257
H 0.246 -2.614 -2.168
H -1.487 -1.687 -1.018
P -1.349 -3.208 0.691
C -0.235 -4.135 1.775
C -2.042 -4.453 -0.423
P -3.688 -1.159 1.163
C -2.631 -2.592 1.794
C -4.797 -2.188 0.115
C -4.692 -1.161 2.719
H -0.001 -3.579 2.693
H 0.695 -4.403 1.256
H -0.736 -5.072 2.079
H -2.410 -5.292 0.191
H -1.228 -4.807 -1.075
H -2.863 -4.049 -1.034
H -5.075 -2.169 2.931
H -5.522 -0.461 2.585
H -4.047 -0.835 3.548
H -2.144 -2.262 2.735
H -3.288 -3.451 2.038
H -5.731 -1.627 -0.005
H -5.007 -3.151 0.596
H -4.335 -2.348 -0.868
O 3.464 3.077 3.601
Cl 2.830 1.889 3.064
O 3.563 1.452 1.838
O 2.824 0.794 4.022
O 1.435 2.205 2.671
```

The calculation puts the LUMO energy (alpha / beta) at -0.1298 / -0.1794 Ha. The energy above the lowest of the compared OMol25 structures with the same formula, charge and spin is 80.45 kJ/mol. The multiplicity is 3. As for the net charge: +1.

Löwdin population analysis, charges in e, atoms 1 to 4:
1 Au 0.86
2 C -0.17
3 C -0.21
4 C -0.15